# 1
Computed, not measured: C13H17NSV as an isolated structure in a non-equilibrium geometry, with ωB97M-V/def2-TZVPD.

Each line ends with the Löwdin charge.
Element x y z (Å)
C: 0.68078 -0.13147 -1.39588  -0.26
C: -1.30676 1.89229 -0.58967  -0.33
C: -0.46240 -1.00759 -1.21246  -0.37
H: 1.67552 -0.59042 -1.44170  0.11
C: -2.28523 0.85462 -0.20926  -0.33
H: -1.36838 2.86654 -0.07981  0.10
H: -0.19653 -2.05883 -1.10861  0.06
H: -2.98985 1.11806 0.58593  0.10
C: -1.72662 -0.83910 -1.99491  -0.20
H: -2.10786 -1.83687 -2.25090  0.11
H: -1.53871 -0.34365 -2.95726  0.11
C: 0.58685 1.14823 -2.17125  -0.22
H: 0.69906 0.95805 -3.25250  0.11
H: 1.44803 1.79596 -1.92580  0.10
C: -0.69461 1.99233 -1.94384  -0.23
H: -1.40363 1.78831 -2.75412  0.10
H: -0.40265 3.04677 -2.10893  0.11
C: -2.84230 -0.11641 -1.20698  -0.22
H: -3.51895 0.34763 -1.94859  0.11
H: -3.46238 -0.87401 -0.69507  0.11
V: -0.45233 0.37078 0.19387  0.59
H: 0.03771 -2.84276 0.70398  -0.03
S: -0.68650 -1.95180 1.50936  0.90
C: 0.72871 -1.21396 2.23869  -0.64
C: 1.47180 -1.70871 3.32106  -0.07
C: 2.69152 -1.08214 3.63521  -0.06
C: 3.12813 0.00362 2.85812  -0.06
C: 2.27559 0.54262 1.89753  -0.08
N: 1.05695 -0.03811 1.64132  -0.06
H: 1.05730 -2.56563 3.86611  0.11
H: 3.30090 -1.45282 4.46663  0.11
H: 4.10920 0.46640 2.99502  0.11
H: 2.49763 1.46209 1.33472  0.12

Force components x, y, z for each atom (eV/Å):
C -0.038 -1.355 -1.610
C -1.676 1.923 0.029
C 2.442 -0.873 -3.022
H -0.221 0.117 0.545
C -1.758 1.614 -0.235
H -0.166 -0.491 -0.006
H 0.110 0.212 0.228
H 0.215 0.130 -0.139
C -0.865 -0.310 -0.476
H 0.122 0.127 -0.045
H 0.002 0.007 0.263
C 0.499 0.565 -0.377
H -0.129 -0.059 0.053
H -0.160 -0.357 0.068
C 0.127 0.905 -1.175
H -0.100 -0.109 0.142
H -0.093 -0.400 0.034
C -0.561 -0.250 -0.481
H 0.100 0.052 0.237
H 0.272 0.271 0.001
V 1.765 -1.569 4.722
H -0.655 0.950 0.836
S -0.084 -1.219 0.243
C 1.525 1.109 0.872
C -0.224 0.172 -0.419
C -0.207 -0.103 -0.197
C -0.221 0.102 -0.067
C -1.095 -0.636 0.329
N 1.324 -0.163 -0.189
H 0.478 0.341 -0.205
H -0.240 0.141 -0.405
H -0.384 -0.232 0.148
H -0.105 -0.612 0.299

Calculated values
**Lowest unoccupied orbital energy (alpha / beta)**: -0.12 / -0.15 eV
**Molecular weight**: 270.30 g/mol
**Spin multiplicity**: 4
**HOMO energy (alpha / beta)**: -5.58 / -6.34 eV
**ΔE to the lowest compared entry with this formula, charge and spin**: 251.2 kJ/mol
**Strongest force on any atom**: 5.280 eV Å⁻¹
**Net charge**: 0

# 2
Computed, not measured: C16H19N8O4S2Se3TaTe as an isolated structure in a non-equilibrium geometry, with ωB97M-V/def2-TZVPD.

Each line ends with the Löwdin charge.
Element x y z (Å)
Ta: 10.39393 12.49607 12.26700  0.80
C: 13.59459 9.18396 12.52842  0.03
C: 12.28668 9.90825 12.71138  -0.27
N: 11.78865 10.70242 11.81055  -0.16
N: 12.53851 10.85295 10.59714  0.01
C: 13.15737 12.04378 10.53692  -0.85
N: 13.52603 12.49568 9.35982  0.19
S: 13.31544 12.93276 11.94936  0.73
C: 11.47932 9.96915 13.94348  -0.25
C: 11.47015 8.94522 14.92903  0.05
C: 10.86303 9.24164 16.15638  -0.02
C: 10.28328 10.46824 16.38000  0.00
C: 10.22967 11.35002 15.31695  -0.17
N: 10.75866 11.08980 14.10084  -0.11
H: 14.32335 9.76919 11.95214  0.10
H: 13.38243 8.27835 12.00338  0.09
H: 14.02892 8.87309 13.48729  0.11
H: 11.98956 10.54247 9.78972  0.12
H: 13.53855 11.97147 8.53253  0.12
H: 14.09447 13.32126 9.34645  0.13
H: 11.96338 7.99475 14.72251  0.13
H: 10.84971 8.52662 16.97611  0.13
H: 9.86072 10.64702 17.39228  0.15
H: 9.68758 12.26658 15.40059  0.04
Se: 8.30810 10.74974 12.15063  0.27
Se: 8.02347 14.11012 12.04651  0.02
Te: 10.19521 15.19659 11.94524  0.69
Se: 10.81863 14.11048 14.13906  0.12
O: 10.86302 15.19916 6.46048  0.14
C: 10.85923 14.01241 5.82890  -0.46
O: 10.76894 13.91538 4.63558  0.14
C: 11.01849 12.71391 6.61530  -0.04
C: 11.13597 11.51386 5.97725  0.00
N: 11.03180 10.58216 6.92170  0.01
N: 10.84821 11.05077 8.14100  0.08
C: 10.87078 12.39638 7.99923  -0.14
C: 10.79178 13.22060 9.22574  -0.55
O: 11.06091 14.41957 9.18322  -0.01
O: 10.44311 12.53804 10.28245  -0.36
H: 11.04312 15.08064 7.42631  0.09
H: 11.22549 11.29600 4.90766  0.16
H: 11.09854 9.57347 6.77452  0.18
S: 9.44232 8.94792 11.56663  0.56
C: 8.23308 7.72625 11.35789  -0.73
N: 8.58078 6.49992 11.14078  0.05
C: 7.40400 5.63358 11.29280  -0.09
C: 6.29527 6.63394 10.98732  -0.11
N: 6.90942 7.87137 11.39762  0.05
H: 9.55909 6.25941 11.16105  0.16
H: 7.37857 5.20462 12.28538  0.13
H: 7.43987 4.83023 10.59212  0.13
H: 5.38786 6.35014 11.60509  0.16
H: 6.08500 6.61234 9.95184  0.12
H: 6.49068 8.80044 11.22542  0.13

Force components x, y, z for each atom (eV/Å):
Ta -0.363 -0.486 -0.202
C -0.295 0.275 0.924
C -0.141 1.069 -1.084
N 0.635 -0.396 -0.363
N -0.628 -1.141 0.840
C -0.155 0.154 -0.071
N 0.896 0.778 0.686
S -0.615 0.771 0.464
C 0.044 -1.549 1.355
C 0.187 1.253 -0.481
C 0.430 -0.980 -0.210
C -0.163 -0.095 0.491
C -0.416 -0.472 -0.269
N 0.362 0.649 0.714
H -0.416 -0.111 0.240
H -0.035 -0.755 -0.633
H -0.171 0.316 -0.186
H -0.080 0.162 -0.138
H -0.181 -1.046 -1.129
H 0.064 0.401 0.037
H -0.076 0.316 0.212
H 0.128 -0.091 -0.326
H 0.251 0.340 -1.095
H -0.226 0.315 0.083
Se 0.045 0.847 -0.077
Se 0.530 -0.941 -0.072
Te 0.453 0.497 0.624
Se 0.097 0.737 0.006
O 0.148 -0.917 0.548
C 0.553 -0.245 -0.260
O -0.122 0.265 0.374
C -0.349 1.858 0.804
C -0.153 0.018 -1.014
N 0.164 -1.604 -0.303
N 0.468 0.827 0.554
C -0.329 -1.348 -0.713
C 0.042 1.074 -1.125
O -0.435 -0.892 0.419
O 0.172 -0.123 0.248
H -0.229 0.056 -0.586
H -0.034 0.117 0.624
H -0.133 0.590 0.124
S 0.037 -0.593 -0.174
C -0.376 2.194 0.265
N 0.657 -1.069 -0.054
C 0.420 -0.182 -0.286
C -1.253 -1.591 2.008
N 0.116 1.640 -0.027
H -0.146 -0.513 0.113
H -0.102 0.117 0.377
H -0.052 -0.529 -0.523
H 0.926 0.685 -0.908
H -0.477 0.206 -1.157
H 0.328 -0.856 0.332

Calculated values
**Lowest unoccupied orbital energy**: -6.87 eV
**Molecular weight**: 996.94 g/mol
**HOMO energy**: -13.36 eV
**ΔE to the lowest compared entry with this formula, charge and spin**: 24.2 kJ/mol
**Strongest force on any atom**: 2.852 eV Å⁻¹
**Net charge**: +2

# 3
Computed, not measured: an isolated ion of composition C4H7N2S and charge +1 in a non-equilibrium geometry, with ωB97M-V/def2-TZVPD.

Each line ends with the Löwdin charge.
Element x y z (Å)
C: -0.76966 -1.71006 0.28124  -0.09
C: -2.36811 -0.13487 0.29924  -0.86
C: -0.00478 -0.79313 -0.70788  -0.07
C: -1.05816 1.07940 0.68812  -0.01
N: -1.87272 -1.29628 0.64394  0.06
N: 0.15165 0.52457 0.03542  0.03
S: -3.64004 0.29327 -0.44939  0.88
H: -0.21131 -2.47629 0.89581  0.16
H: 1.00396 -1.05145 -1.03495  0.13
H: -0.64080 -0.75294 -1.65240  0.16
H: -1.38864 2.02539 0.37437  0.10
H: -0.81025 0.93375 1.70198  0.10
H: 1.00888 0.36178 0.60298  0.20
H: 0.37542 1.15035 -0.76049  0.19

Force components x, y, z for each atom (eV/Å):
C 3.789 -0.451 -0.006
C 3.297 3.204 0.508
C -1.206 -1.697 -0.647
C -1.648 -4.110 0.196
N -1.018 -1.386 1.792
N 0.574 0.537 -2.849
S -2.449 0.791 -1.184
H -0.896 0.327 -1.158
H -0.165 -0.426 0.331
H 0.709 0.728 1.305
H 0.027 1.148 -0.504
H -0.540 0.523 1.455
H -0.918 0.798 -0.053
H 0.443 0.014 0.815

Calculated values
**Lowest unoccupied orbital energy**: -4.77 eV
**Molecular weight**: 115.18 g/mol
**HOMO energy**: -12.95 eV
**ΔE to the lowest compared entry with this formula, charge and spin**: 316.3 kJ/mol
**SMILES**: S=C1C[NH2+]CC=N1
**Strongest force on any atom**: 4.625 eV Å⁻¹
**Net charge**: +1

# 4
Computed, not measured: a 2-piece molecular cluster, C8H15O overall in a non-equilibrium geometry, with ωB97M-V/def2-TZVPD.

Each line ends with the Löwdin charge.
Element x y z (Å)
C: -2.18587 0.61182 -0.84233  -0.09
C: -2.54384 -0.75065 1.22799  0.06
C: -1.00686 1.14900 -0.01092  -0.09
C: -2.46943 -0.70020 -0.23606  -0.15
C: -1.13912 -0.99367 0.56042  -0.09
C: 2.74120 -0.28122 -1.46042  -0.11
C: 2.46230 0.61464 0.97281  -0.14
C: 2.28668 -0.33356 -0.08993  -0.25
O: -0.29034 0.06089 0.53342  0.03
H: -3.05936 1.25303 -0.81275  0.15
H: -1.98784 0.34335 -1.87228  0.14
H: -2.57706 0.17081 1.80168  0.14
H: -3.10294 -1.54893 1.76517  0.16
H: -0.28690 1.77367 -0.56007  0.16
H: -1.47508 1.72634 0.83265  0.16
H: -2.88117 -1.55135 -0.93775  0.22
H: -0.64127 -1.88432 0.54988  0.15
H: 2.86450 0.67372 -1.83224  0.05
H: 2.24681 -0.88480 -2.21427  0.08
H: 3.67578 -0.82565 -1.56463  0.09
H: 1.67091 0.27200 1.66597  0.07
H: 2.20218 1.67686 0.62760  0.10
H: 3.42916 0.69505 1.48517  0.09
H: 2.06755 -1.26681 0.41089  0.09

Force components x, y, z for each atom (eV/Å):
C 0.537 -0.046 -0.541
C -1.630 -0.459 -0.163
C -1.145 2.286 -0.279
C -1.575 -1.918 0.145
C 0.943 1.755 0.311
C 0.530 -2.133 -0.325
C -1.193 2.731 0.413
C -0.013 -1.696 0.212
O -2.169 -1.741 -0.278
H -0.066 0.264 0.040
H 0.561 0.790 -0.398
H 0.264 0.131 -0.241
H 1.082 0.125 -0.679
H -0.302 -0.197 0.312
H 0.908 -0.161 -0.526
H 0.941 1.579 1.855
H 1.027 -2.400 0.436
H 0.348 2.118 -0.751
H -1.162 0.031 0.073
H 0.991 0.253 0.277
H 0.810 0.846 0.500
H 0.387 -1.085 0.567
H -0.013 -0.270 -0.111
H -0.061 -0.802 -0.848

Calculated values
**Lowest unoccupied orbital energy (alpha / beta)**: -2.73 / -8.18 eV
**Molecular weight**: 127.21 g/mol
**Spin multiplicity**: 3
**HOMO energy (alpha / beta)**: -10.18 / -14.49 eV
**Strongest force on any atom**: 3.009 eV Å⁻¹
**Net charge**: +1